[1]
{
  "formula": "C5H8N2",
  "method": "the ωB97M-V functional and the def2-TZVPD basis",
  "elements": ["C", "C", "C", "N", "C", "C", "N", "H", "H", "H", "H", "H", "H", "H", "H"],
  "xyz": [[0.979, 1.941, 0.186], [0.666, 0.657, -0.040], [1.742, -0.294, 0.037], [2.620, -1.048, 0.001], [-0.607, 0.014, -0.304], [-0.966, -0.723, 1.123], [-0.800, -0.992, -1.309], [0.268, 2.808, 0.052], [2.039, 2.253, 0.127], [-1.397, 0.665, -0.441], [-0.342, -1.503, 1.509], [-1.089, 0.003, 1.875], [-1.922, -1.264, 0.851], [-1.136, -0.739, -2.309], [-0.056, -1.779, -1.357]],
  "relative_energy_kcal_mol": 48.4,
  "orbital_gap_ev": 9.98,
  "spin_multiplicity": 1,
  "e_homo_ev": -9.5,
  "energy_ev": -8292.899,
  "smiles": "C=C(C#N)[C@H](C)N",
  "largest_force_ev_per_a": 4.3
}

[2]
{
  "formula": "C5H8N2",
  "method": "the ωB97M-V functional and the def2-TZVPD basis",
  "elements": ["C", "N", "C", "C", "C", "N", "C", "H", "H", "H", "H", "H", "H", "H", "H"],
  "xyz": [[2.343, 0.279, 0.018], [0.936, -0.027, -0.089], [0.396, -1.232, 0.246], [-0.970, -1.091, 0.296], [-1.274, 0.242, -0.085], [-2.585, 0.754, -0.262], [-0.077, 0.897, -0.254], [2.931, -0.482, -0.505], [2.534, 1.252, -0.441], [2.656, 0.313, 1.068], [1.033, -2.099, 0.372], [-1.686, -1.748, 0.764], [-3.241, -0.018, -0.194], [-2.687, 1.136, -1.197], [0.135, 1.949, -0.393]],
  "relative_energy_kcal_mol": 15.1,
  "orbital_gap_ev": 8.61,
  "spin_multiplicity": 1,
  "e_homo_ev": -7.6,
  "energy_ev": -8294.342,
  "smiles": "Cn1ccc(N)c1",
  "largest_force_ev_per_a": 0.7
}